{
  "formula": "C40H62N10",
  "method": "wB97M-V/def2-TZVPD",
  "species": ["C", "C", "C", "C", "N", "H", "H", "H", "H", "H", "H", "H", "C", "C", "C", "C", "N", "H", "H", "H", "H", "H", "H", "H", "C", "C", "C", "C", "N", "H", "H", "H", "H", "H", "H", "H", "C", "C", "C", "C", "N", "H", "H", "H", "H", "H", "H", "H", "C", "C", "C", "C", "N", "H", "H", "H", "H", "H", "H", "H", "C", "C", "C", "C", "N", "H", "H", "H", "H", "H", "H", "H", "N", "C", "C", "C", "C", "H", "H", "H", "H", "H", "N", "C", "C", "C", "C", "H", "H", "H", "H", "H", "N", "C", "C", "C", "C", "H", "H", "H", "H", "H", "N", "C", "C", "C", "C", "H", "H", "H", "H", "H"],
  "positions_angstrom": [[1.81, -1.10, -0.70], [1.59, 0.04, 0.39], [0.77, -0.44, 1.61], [-0.65, -0.24, 1.52], [-1.80, -0.11, 1.50], [2.26, -0.67, -1.59], [0.81, -1.44, -0.96], [2.36, -2.01, -0.50], [1.14, 0.85, -0.17], [2.48, 0.57, 0.74], [1.12, 0.22, 2.40], [0.89, -1.50, 1.83], [1.12, 0.19, -5.72], [0.86, -1.28, -5.67], [1.23, -2.01, -4.35], [2.63, -1.99, -3.85], [3.69, -1.97, -3.39], [0.67, 0.61, -4.82], [0.60, 0.63, -6.57], [2.17, 0.46, -5.68], [1.44, -1.76, -6.46], [-0.19, -1.47, -5.88], [0.93, -3.03, -4.56], [0.59, -1.61, -3.56], [0.56, 4.52, 2.08], [1.89, 3.78, 1.89], [3.01, 3.92, 2.96], [3.50, 5.25, 3.23], [3.92, 6.31, 3.51], [0.13, 4.21, 3.03], [-0.09, 4.12, 1.31], [0.68, 5.60, 2.02], [2.36, 4.10, 0.96], [1.60, 2.74, 1.75], [3.88, 3.28, 2.79], [2.54, 3.65, 3.90], [-4.09, 2.63, 0.95], [-2.74, 3.20, 0.51], [-2.85, 4.05, -0.78], [-4.00, 4.97, -0.79], [-4.90, 5.69, -0.82], [-4.75, 2.42, 0.11], [-4.55, 3.44, 1.51], [-4.11, 1.75, 1.59], [-2.05, 2.38, 0.29], [-2.32, 3.74, 1.36], [-2.94, 3.43, -1.67], [-1.92, 4.59, -0.95], [-4.25, -1.75, 2.78], [-4.37, -3.27, 2.56], [-3.03, -3.98, 3.03], [-1.94, -3.94, 2.03], [-1.06, -3.90, 1.25], [-5.01, -1.21, 3.35], [-4.29, -1.23, 1.82], [-3.26, -1.59, 3.20], [-4.48, -3.48, 1.49], [-5.17, -3.84, 3.05], [-3.15, -5.04, 3.23], [-2.72, -3.58, 4.00], [-1.03, 0.62, 4.82], [-2.04, -0.07, 5.79], [-3.43, 0.70, 5.79], [-3.23, 2.11, 6.22], [-3.05, 3.21, 6.48], [-0.64, 1.57, 5.16], [-1.59, 0.95, 3.94], [-0.23, -0.08, 4.59], [-1.61, -0.03, 6.79], [-2.18, -1.13, 5.57], [-4.15, 0.32, 6.51], [-3.95, 0.74, 4.84], [-0.24, -5.46, -2.59], [0.27, -4.56, -1.70], [1.61, -4.77, -1.54], [1.93, -5.84, -2.46], [0.79, -6.24, -3.10], [-1.21, -5.56, -2.85], [-0.28, -3.84, -1.11], [2.20, -4.19, -0.85], [2.90, -6.19, -2.77], [0.66, -6.95, -3.90], [-2.25, -1.22, -1.08], [-2.34, -0.39, -2.14], [-2.64, -1.06, -3.29], [-2.95, -2.38, -2.88], [-2.66, -2.48, -1.49], [-2.09, -0.92, -0.13], [-2.02, 0.63, -2.02], [-2.90, -0.75, -4.29], [-3.35, -3.25, -3.36], [-2.86, -3.27, -0.78], [5.94, -1.85, -1.30], [7.22, -1.94, -1.78], [8.05, -1.44, -0.82], [7.27, -1.19, 0.30], [5.98, -1.50, -0.02], [5.08, -2.02, -1.81], [7.42, -2.24, -2.80], [9.09, -1.14, -0.79], [7.61, -0.77, 1.23], [5.07, -1.47, 0.55], [0.11, 4.67, -2.66], [1.14, 4.64, -1.71], [1.54, 3.36, -1.54], [0.85, 2.54, -2.51], [-0.04, 3.35, -3.15], [-0.40, 5.51, -2.91], [1.53, 5.54, -1.25], [2.37, 3.15, -0.87], [0.99, 1.47, -2.52], [-0.80, 3.19, -3.90]],
  "homo_energy_ev": -7.836,
  "smiles": "c1cc[nH]c1.c1cc[nH]c1.c1cc[nH]c1.c1cc[nH]c1.CCCC#N.CCCC#N.CCCC#N.CCCC#N.CCCC#N.CCCC#N",
  "e_tot_ha": -2108.77487,
  "e_above_lowest_kcal_mol": 50.70
}